No. 1
{"formula": "C3H9N3O", "method": "ωB97M-V/def2-TZVPD", "orbital_gap_ev": 8.64, "e_above_lowest_kj_mol": 385.8, "lumo_ev": 0.685, "mol_weight_da": 103.12, "total_charge": 0, "symbols": ["C", "N", "H", "H", "H", "H", "H", "C", "N", "C", "N", "O", "H", "H", "H", "H"], "coordinates": [[-1.1884, -1.4868, 1.0343], [-0.0352, -1.3840, 0.1324], [0.3135, -2.2830, -0.1905], [0.6204, -0.4647, 0.3864], [-0.8969, -2.0407, 1.9249], [-2.0344, -1.9580, 0.5364], [-1.4932, -0.4809, 1.3275], [0.9389, 1.0243, -0.1922], [0.2389, 2.1513, 0.1695], [-0.3098, -0.4054, -1.1559], [2.1915, 0.9457, -0.4486], [-1.4412, -0.0542, -1.3694], [0.6728, 3.0617, 0.0606], [-0.7568, 2.1334, 0.0079], [2.6993, 1.8337, -0.3348], [0.4806, -0.5925, -1.8885]], "atomic_forces_ev_per_a": [[0.036, 0.126, -0.058], [0.086, 1.243, -0.503], [0.211, 0.145, 0.322], [-0.266, -1.490, -0.233], [-0.068, -0.042, -0.044], [0.068, -0.035, 0.024], [0.098, -0.069, -0.053], [-0.374, 0.215, -0.761], [0.093, 0.009, 0.092], [0.284, 0.327, 0.862], [-0.185, -0.105, 0.197], [0.050, 0.004, 0.066], [-0.049, -0.128, -0.014], [0.068, -0.023, -0.036], [-0.128, -0.082, 0.020], [0.074, -0.095, 0.117]], "nbo_charge": [-0.425, -0.690, 0.405, 0.454, 0.211, 0.217, 0.222, 0.162, -0.853, 0.460, -0.768, -0.627, 0.365, 0.391, 0.312, 0.166]}


No. 2
{"formula": "C3H9N3O", "method": "ωB97M-V/def2-TZVPD", "smiles": "C[C@H]1N[C@@]1(N)NO", "orbital_gap_ev": 9.90, "e_above_lowest_kj_mol": 385.6, "lumo_ev": 0.971, "mol_weight_da": 103.12, "total_charge": 0, "symbols": ["C", "C", "N", "C", "N", "N", "O", "H", "H", "H", "H", "H", "H", "H", "H", "H"], "coordinates": [[-1.4946, 1.4059, 0.0334], [-0.8421, 0.1747, 0.5757], [-1.0287, -1.0921, -0.4711], [0.2384, -0.6039, -0.0667], [1.0628, -1.3397, 0.8543], [0.9166, 0.1875, -1.0893], [2.1895, 0.6939, -0.6988], [-1.4355, 1.3934, -1.0509], [-2.5404, 1.4368, 0.3416], [-1.0200, 2.2964, 0.4485], [-0.9471, 0.0396, 1.6502], [-1.1803, -2.0390, -0.1363], [2.0717, -1.2424, 0.8278], [0.9853, -2.3505, 0.7825], [1.0652, -0.3501, -1.9420], [1.9591, 1.3893, -0.0589]], "atomic_forces_ev_per_a": [[0.082, -0.218, -0.034], [-1.063, -1.689, -0.563], [0.387, 1.247, 0.935], [1.561, 1.769, 0.238], [0.347, -1.578, 0.410], [-0.470, -0.274, -1.080], [-0.238, -0.301, 0.700], [0.043, 0.239, 0.008], [-0.025, -0.048, -0.056], [0.115, 0.085, -0.139], [-0.130, -0.597, -0.226], [-0.187, 0.274, 0.607], [-0.186, 1.052, -0.466], [-0.653, 0.095, -0.194], [0.286, 0.048, 0.313], [0.132, -0.103, -0.453]], "nbo_charge": [-0.635, -0.048, -0.620, 0.310, -0.871, -0.356, -0.582, 0.241, 0.214, 0.209, 0.208, 0.363, 0.390, 0.362, 0.352, 0.464]}